No. 1
98
Properties=species:S:1:pos:R:3:mulliken_charge:R:1 method="wB97M-V/def2-TZVPD" molar_mass_da=1037.45 spin_multiplicity=1 homo_energy_ev="-12.1 / -12.1" homo_lumo_gap_ev="4.626 / 4.626" total_energy_ha=-4730.587113 charge=+2
Pt -0.6017 -1.8083 -0.7644 3.007
O -1.7398 -3.4539 0.0035 -0.960
S -2.8491 -3.3807 1.0290 0.883
C -4.3549 -3.3510 -0.0394 -1.276
C -4.4464 -1.9842 -0.6920 -0.345
C -4.8334 -0.9037 0.3202 -0.515
C -4.5834 0.4896 -0.2273 -0.984
S -2.8105 0.9951 0.0484 0.257
O -2.0779 -0.2878 0.3326 -1.019
C -3.0514 1.7091 1.6957 0.723
C -3.5299 3.0065 1.7834 -0.581
C -3.6952 3.5750 3.0341 -0.605
C -3.3794 2.8509 4.1742 -0.498
C -2.9050 1.5534 4.0705 -0.822
C -2.7306 0.9778 2.8228 -0.299
C -3.0262 -5.1041 1.5638 0.360
C -4.0536 -5.4409 2.4327 -0.367
C -4.1743 -6.7537 2.8579 -0.743
C -3.2629 -7.7097 2.4342 -0.485
C -2.2379 -7.3618 1.5687 -0.733
C -2.1154 -6.0516 1.1335 -0.363
H -5.2146 -3.5507 0.5950 0.572
H -4.2291 -4.1424 -0.7777 0.503
H -5.1777 -2.0113 -1.5024 0.501
H -3.4717 -1.7441 -1.1371 0.036
H -4.2573 -1.0381 1.2411 0.180
H -5.8882 -1.0112 0.5763 0.571
H -5.2004 1.2427 0.2573 0.527
H -4.7477 0.5359 -1.3032 0.523
H -3.7695 3.5601 0.8880 0.483
H -4.0632 4.5848 3.1163 0.427
H -3.4963 3.3072 5.1443 0.417
H -2.6661 0.9924 4.9601 0.448
H -2.3416 -0.0239 2.7144 0.324
H -4.7559 -4.6969 2.7771 0.437
H -4.9734 -7.0298 3.5286 0.409
H -3.3514 -8.7274 2.7823 0.415
H -1.5287 -8.1056 1.2383 0.426
H -1.3232 -5.7581 0.4620 0.397
Cl 5.4594 5.7971 -1.8482 -0.193
C 4.3912 4.7609 -2.7019 0.307
C 3.7588 3.7146 -2.0434 -1.493
C 2.8918 2.8998 -2.7440 0.142
C 2.6403 3.0901 -4.0996 -0.285
C 1.6881 2.2040 -4.8662 -0.081
C 2.1526 0.7209 -4.8958 -1.554
N 1.9025 0.0332 -3.6555 0.181
C 2.8291 -0.3563 -2.7349 -0.624
C 2.1366 -0.8739 -1.6795 -0.314
N 0.7966 -0.7995 -1.9489 -0.569
C 0.6941 -0.2553 -3.1518 -0.058
O 0.3468 2.2142 -4.3913 -0.305
C -0.1145 3.3502 -3.6889 -0.765
C 0.1768 4.6962 -4.2839 0.132
C -0.1597 5.1157 -5.5531 0.724
Cl -0.8829 4.1872 -6.7781 -0.187
S 0.2302 6.7918 -5.8116 -0.123
C 0.8393 6.9173 -4.2185 -0.498
C 0.7594 5.7399 -3.5355 -0.859
C 3.2977 4.1429 -4.7422 0.842
Cl 3.0380 4.4747 -6.4211 -0.152
C 4.1652 4.9753 -4.0544 -0.757
H 3.9489 3.5465 -0.9960 0.550
H 2.3906 2.1000 -2.2233 0.609
H 1.6904 2.5345 -5.9145 0.797
H 3.2234 0.6920 -5.1107 0.456
H 1.6086 0.2152 -5.6978 0.371
H 3.8829 -0.2582 -2.9052 0.451
H 2.5122 -1.2756 -0.7590 0.548
H -0.2227 -0.0363 -3.6609 0.606
H 0.2721 3.3476 -2.6609 0.286
H -1.1986 3.2014 -3.6543 0.574
H 1.2167 7.8558 -3.8619 0.463
H 1.1115 5.6118 -2.5286 0.481
H 4.6580 5.7841 -4.5719 0.487
C 5.1814 -2.0856 5.6749 -1.549
C 4.1739 -1.8106 4.6195 0.586
C 3.9197 -0.5096 4.1836 -0.859
C 2.9685 -0.2362 3.2242 0.943
C 2.7542 1.1777 2.7763 -1.627
C 2.2117 -1.3136 2.6897 0.505
C 1.1922 -1.0475 1.7265 -0.375
O 0.4039 -1.8829 1.2736 -0.855
C 2.4747 -2.6459 3.1106 1.088
C 1.7361 -3.8105 2.5463 -1.344
C 3.4604 -2.8646 4.0526 -1.028
H 5.6646 -1.1780 6.0213 0.370
H 5.9386 -2.7679 5.2938 0.369
H 4.6966 -2.5698 6.5210 0.360
H 4.4875 0.3078 4.6039 0.357
H 3.5029 1.8338 3.2125 0.393
H 1.7729 1.5390 3.0812 0.380
H 2.8272 1.2578 1.6930 0.245
H 1.1108 -0.0021 1.3925 0.312
H 1.7748 -3.8138 1.4566 0.238
H 0.6803 -3.7748 2.8152 0.223
H 2.1672 -4.7359 2.9185 0.430
H 3.6828 -3.8758 4.3633 0.419

=====

No. 2
110
Properties=species:S:1:pos:R:3:mulliken_charge:R:1 method="wB97M-V/def2-TZVPD" molar_mass_da=939.81 spin_multiplicity=1 homo_energy_ev=-10.6 homo_lumo_gap_ev=7.138 total_energy_ha=-3425.033754 charge=+1
C 4.0190 -3.7957 2.1225 -0.653
O 3.8539 -2.3944 2.1718 -0.380
C 3.6528 -1.8015 0.8944 -0.383
C 2.2330 -1.2311 0.8344 -0.501
C 1.8840 -0.9072 -0.6259 -0.238
C 1.5922 -2.1752 -1.4579 -0.655
C 0.0687 -2.4539 -1.4802 -0.132
C -0.2977 -3.8989 -1.0870 -0.971
C -1.4746 -3.9683 -0.1917 0.052
N -2.1411 -2.9336 0.2081 -0.191
N -3.1155 -3.3767 1.0359 0.294
C -4.0223 -2.4382 1.6990 -0.708
C -3.2794 -1.2024 2.1523 0.739
C -2.7515 -0.1997 1.1481 -1.401
N -3.0974 -1.0624 3.3988 -0.370
C -3.0546 -4.6793 1.1341 -0.079
N -2.0605 -5.0952 0.3757 -0.055
H 3.4092 -4.2310 1.3268 0.231
H 5.0644 -4.0509 1.9323 0.288
H 3.7352 -4.2310 3.0744 0.276
H 3.8337 -2.4969 0.0765 0.590
H 4.3413 -0.9698 0.7924 -0.172
H 1.5204 -1.8936 1.3234 0.211
H 2.2808 -0.2885 1.3734 0.258
H 1.0338 -0.2288 -0.6373 0.614
H 2.7499 -0.4186 -1.0620 -0.202
H 1.8924 -1.9508 -2.4757 0.236
H 2.1271 -3.0127 -1.0223 0.550
H -0.4024 -1.7206 -0.8371 0.175
H -0.3435 -2.2786 -2.4687 0.182
H -0.5309 -4.4602 -1.9897 0.456
H 0.5670 -4.3538 -0.6127 0.418
H -4.7922 -2.1491 0.9907 0.237
H -4.4405 -2.9148 2.5755 0.368
H -2.9744 0.8205 1.4366 0.527
H -3.0737 -0.4267 0.1383 0.353
H -1.6675 -0.2963 1.1302 0.257
H -2.5750 -0.2037 3.5634 0.169
H -3.7019 -5.2928 1.7288 0.472
H -1.7494 -6.0461 0.2507 0.226
C 1.0298 0.0488 5.9781 -1.139
C 1.9726 -0.5435 6.7268 0.328
C 1.7005 -1.8163 7.4846 1.018
O 2.6103 -2.3041 8.1252 -0.608
C 0.3669 -2.3914 7.4082 -0.909
C -0.5727 -1.7949 6.6614 0.304
C -0.2913 -0.5386 5.8916 1.158
O -1.2058 -0.0775 5.2286 -0.681
O -1.8069 -2.2578 6.5304 -0.524
O 3.1970 -0.0573 6.8512 -0.574
H 1.2137 0.9620 5.4300 0.464
H 0.1774 -3.2981 7.9650 0.455
H -2.2734 -1.6331 5.9395 0.311
H 3.6754 -0.6721 7.4409 0.365
C 5.8625 1.1859 -3.2056 -0.837
C 6.3955 2.2598 -3.8067 0.085
C 6.8153 3.4756 -3.0268 0.871
O 7.3064 4.4028 -3.6371 -0.602
C 6.6060 3.4748 -1.5862 -0.915
C 6.0710 2.4027 -0.9884 0.315
C 5.6755 1.1802 -1.7652 0.971
O 5.2058 0.2324 -1.1597 -0.514
O 5.8548 2.3455 0.3226 -0.588
O 6.5874 2.3244 -5.1159 -0.569
H 5.5591 0.3038 -3.7537 0.618
H 6.8963 4.3593 -1.0372 0.436
H 5.4692 1.4673 0.4959 0.316
H 6.9835 3.2005 -5.2909 0.368
C 1.2184 2.3471 -6.4796 -0.878
C 2.0793 1.7946 -5.6128 0.025
C 1.6538 0.7208 -4.6516 1.337
O 2.4897 0.2492 -3.9029 -0.511
C 0.2623 0.3021 -4.6609 -0.794
C -0.5960 0.8566 -5.5249 0.241
C -0.1619 1.9126 -6.5006 1.084
O -1.0117 2.3470 -7.2652 -0.771
O -1.8788 0.5161 -5.5795 -0.598
O 3.3536 2.1558 -5.5469 -0.517
H 1.5143 3.1183 -7.1736 0.464
H -0.0382 -0.4585 -3.9548 0.323
H -2.2759 1.0604 -6.2865 0.338
H 3.7627 1.6117 -4.8471 0.190
C -0.1522 7.5661 -7.1874 -1.101
C -0.6982 8.4799 -8.0010 0.353
C -1.5925 8.0883 -9.1433 1.018
O -2.0658 8.9770 -9.8261 -0.616
C -1.8382 6.6761 -9.3699 -0.896
C -1.2904 5.7548 -8.5606 0.486
C -0.4162 6.1543 -7.4009 0.972
O 0.0386 5.2780 -6.6862 -0.530
O -1.4888 4.4565 -8.7329 -0.554
O -0.4937 9.7819 -7.8584 -0.565
H 0.4900 7.8373 -6.3614 0.431
H -2.4698 6.4069 -10.2043 0.436
H -0.9942 3.9490 -8.0311 0.287
H -1.0029 10.2139 -8.5715 0.363
C -5.5384 -2.2237 8.8641 -1.139
C -6.6404 -2.8324 9.3268 0.405
C -7.7083 -3.3471 8.4006 1.004
O -8.6704 -3.9049 8.8868 -0.596
C -7.5338 -3.1466 6.9669 -0.967
C -6.4351 -2.5359 6.5127 0.324
C -5.3600 -2.0464 7.4362 1.094
O -4.3864 -1.5207 6.9285 -0.548
O -6.2051 -2.3149 5.2164 -0.582
O -6.8637 -3.0237 10.6185 -0.564
H -4.7628 -1.8520 9.5184 0.447
H -8.3142 -3.5051 6.3106 0.439
H -5.3422 -1.8564 5.1795 0.294
H -7.7226 -3.4839 10.6826 0.361

=====

No. 3
97
Properties=species:S:1:pos:R:3:mulliken_charge:R:1 method="wB97M-V/def2-TZVPD" molar_mass_da=807.97 spin_multiplicity=1 homo_energy_ev=-10.1 homo_lumo_gap_ev=6.083 total_energy_ha=-4648.799461 charge=+1
Co -0.0653 0.0279 -0.1201 -0.668
S -4.1399 3.2771 2.2092 0.004
C -4.9941 4.5714 2.9157 -0.406
C -4.4427 5.7774 2.6049 -0.673
C -3.3021 5.6496 1.7789 -0.450
C -3.0075 4.3473 1.4717 0.500
C -1.8893 3.8458 0.6775 0.498
C -1.6786 2.4559 0.5622 -1.254
N -0.6487 1.9430 -0.0738 1.609
C 0.2378 2.7731 -0.6678 -0.797
C 0.0939 4.1594 -0.6698 0.592
C 1.0878 4.9388 -1.3581 -1.044
C 2.1396 4.3486 -1.9694 -1.098
C 2.3160 2.9209 -1.9425 0.334
C 3.3676 2.2337 -2.5625 -1.088
C 3.4366 0.8562 -2.4848 0.891
C 2.4577 0.1869 -1.7183 -0.393
N 1.4542 0.8094 -1.1379 1.490
C 1.3665 2.1545 -1.2699 -0.371
C 4.4615 0.0700 -3.1671 0.384
C 4.4875 -1.2874 -3.3499 0.025
C 5.6097 -1.7209 -4.0945 -0.651
C 6.4135 -0.6875 -4.4676 -0.409
S 5.8219 0.8138 -3.9164 -0.206
C -0.9964 4.6858 0.0353 -0.988
H -5.8632 4.3743 3.5199 0.451
H -4.8336 6.7200 2.9541 0.416
H -2.7298 6.4955 1.4302 0.405
H -2.3738 1.7359 0.9742 0.700
H 0.9756 6.0147 -1.3794 0.523
H 2.8762 4.9467 -2.4897 0.507
H 4.1128 2.7929 -3.1151 0.494
H 2.5134 -0.8808 -1.5684 -0.063
H 3.7249 -1.9600 -2.9876 0.074
H 5.8070 -2.7509 -4.3464 0.419
H 7.3268 -0.7281 -5.0361 0.448
H -1.1265 5.7589 0.0775 0.475
C 0.9064 -5.2837 -0.3702 -1.678
C 1.5681 -4.6243 -1.6051 0.026
C 3.0094 -4.1068 -1.4397 -1.369
C 0.6281 -3.6723 -2.3452 0.496
C 0.2053 -4.1785 -3.5723 -0.926
C -0.6163 -3.4902 -4.4419 -1.594
C -1.0362 -2.2305 -4.0840 -0.710
C -0.6675 -1.6692 -2.8672 0.828
C -1.1973 -0.2658 -2.6462 1.009
C -0.6047 0.7478 -3.6239 -1.568
C -2.7184 -0.1817 -2.6038 -1.334
C 0.1484 -2.3844 -1.9608 0.378
N 0.5052 -1.7350 -0.7352 1.567
C 1.0553 -2.3329 0.2866 -0.362
C 1.3649 -1.5794 1.4228 0.158
C 1.9068 -1.9650 2.6445 -1.531
C 1.8236 -0.8461 3.4569 -1.148
C 1.2218 0.1917 2.7242 -0.471
N 0.9763 -0.2470 1.4621 0.629
C 0.8907 1.5536 3.2961 3.032
C 1.5021 1.7103 4.6934 -2.503
C 1.4741 2.6642 2.4210 -1.447
C -0.6352 1.6691 3.4380 -1.152
H 1.6515 -5.5642 0.3766 0.323
H 0.3986 -6.1968 -0.6787 0.388
H 0.1480 -4.6632 0.1073 0.422
H 1.7003 -5.4457 -2.3091 0.766
H 3.1132 -3.1090 -1.0159 0.251
H 3.4953 -4.0897 -2.4162 0.313
H 3.5814 -4.7871 -0.8079 0.470
H 0.5545 -5.1620 -3.8584 0.446
H -0.9101 -3.9280 -5.3852 0.417
H -1.6691 -1.6649 -4.7546 0.404
H -0.8612 0.0477 -1.6429 0.422
H -1.0698 0.6177 -4.6014 0.593
H 0.4709 0.6229 -3.7501 0.234
H -0.8140 1.7678 -3.2978 0.277
H -3.1265 -0.4772 -3.5707 0.350
H -3.0327 0.8456 -2.4106 0.393
H -3.1381 -0.8275 -1.8349 0.338
H 1.2476 -3.3861 0.3126 -0.458
H 2.3023 -2.9369 2.8878 0.624
H 2.1681 -0.7642 4.4714 0.616
H 2.5874 1.6094 4.6711 0.489
H 1.0987 0.9815 5.3951 0.478
H 1.2642 2.7037 5.0764 0.458
H 2.5640 2.6478 2.4656 0.415
H 1.1332 3.6407 2.7692 0.426
H 1.1878 2.5494 1.3831 0.287
H -0.9831 1.0140 4.2381 0.417
H -1.1497 1.3597 2.5310 0.023
H -0.9256 2.6915 3.6892 0.425
C -2.9611 -1.5623 2.6439 -1.042
S -2.4437 -1.7105 0.9615 1.300
O -1.6160 -2.8838 0.8494 -0.552
O -3.6036 -1.6251 0.1201 -0.796
O -1.6134 -0.4235 0.8103 -0.938
H -3.4660 -2.4902 2.9017 0.476
H -3.6449 -0.7230 2.7310 0.326
H -2.0814 -1.4222 3.2659 0.210

=====

No. 4
110
Properties=species:S:1:pos:R:3:lowdin_spin:R:1 method="wB97M-V/def2-TZVPD" s2=3.77 molar_mass_da=1239.96 spin_multiplicity=4 homo_energy_ev="-11.6 / -11.6" homo_lumo_gap_ev="6.686 / 5.166" total_energy_ha=-8419.292041 charge=+2
Re -0.3415 -1.4121 0.9432 2.402
C -0.9155 -6.0600 1.4819 0.002
N 0.0695 -5.2822 2.2381 0.017
C 0.8278 -6.0068 3.2587 0.002
C 0.2983 -4.0324 1.9599 0.012
O -0.3505 -3.4240 1.0474 0.069
C 1.2901 -3.2061 2.7498 0.001
O 1.6289 -2.0477 1.9680 0.025
C 2.9941 -2.0147 1.5072 0.005
C 3.3437 -3.2338 0.6493 0.001
O 2.4485 -3.9958 0.2998 0.000
N 4.6329 -3.3747 0.3198 0.000
C 5.0271 -4.4499 -0.5876 0.000
C 5.6878 -2.5039 0.8298 0.000
H -0.4023 -6.8630 0.9540 0.001
H -1.4229 -5.4169 0.7736 0.000
H -1.6370 -6.4827 2.1784 0.000
H 0.1994 -6.8060 3.6423 0.000
H 1.0866 -5.3588 4.0919 0.000
H 1.7289 -6.4412 2.8249 0.001
H 2.1858 -3.7687 2.9938 0.000
H 0.8146 -2.8585 3.6694 0.001
H 3.6357 -1.9337 2.3860 0.000
H 3.0985 -1.0970 0.9271 0.000
H 4.1389 -4.8892 -1.0280 0.000
H 5.5806 -5.2203 -0.0491 0.000
H 5.6621 -4.0433 -1.3735 0.000
H 5.6558 -2.4224 1.9162 0.000
H 5.6420 -1.5036 0.3930 0.000
H 6.6456 -2.9451 0.5695 0.000
Se -1.9814 5.6318 0.2086 0.001
P -0.7409 4.3982 -0.9138 0.001
C -1.2949 4.2130 -2.6182 0.000
C -1.9218 3.0548 -3.0654 0.000
C -2.5132 3.0255 -4.3198 0.000
C -2.4797 4.1496 -5.1312 0.000
C -1.8656 5.3124 -4.6845 0.000
C -1.2876 5.3507 -3.4271 0.000
C 0.9860 4.9664 -0.8864 0.000
C 1.5164 5.2500 0.3747 0.000
C 2.7812 5.7983 0.4916 0.000
C 3.5287 6.0758 -0.6482 0.000
C 3.0059 5.8038 -1.9016 0.000
C 1.7341 5.2548 -2.0223 0.000
C -0.6509 2.6886 -0.2006 0.012
C -0.0429 1.4488 -0.4205 0.013
N -0.4108 0.6611 0.6382 0.006
N -1.1858 1.3797 1.4420 0.018
N -1.3371 2.5656 0.9631 0.021
P 0.9832 0.6109 -1.6347 0.017
Se 0.6484 -1.5499 -1.3694 0.076
C 0.6778 0.9969 -3.3499 0.002
C 1.3334 2.0949 -3.9053 0.001
C 1.1454 2.3986 -5.2414 0.000
C 0.3309 1.5923 -6.0265 0.000
C -0.3054 0.4879 -5.4784 0.000
C -0.1419 0.1890 -4.1360 0.003
C 2.6991 1.0131 -1.3039 0.003
C 3.0609 1.8494 -0.2542 0.001
C 4.3973 2.1921 -0.0846 0.000
C 5.3521 1.7260 -0.9735 0.001
C 4.9862 0.8932 -2.0280 0.000
C 3.6645 0.5239 -2.1894 0.001
H -1.9805 2.1813 -2.4270 0.000
H -3.0143 2.1276 -4.6573 0.000
H -2.9493 4.1278 -6.1060 0.000
H -1.8617 6.1985 -5.3051 0.000
H -0.8698 6.2786 -3.0550 0.000
H 0.9087 5.0886 1.2585 0.000
H 3.1748 6.0388 1.4711 0.000
H 4.5094 6.5245 -0.5571 0.000
H 3.5741 6.0442 -2.7908 0.000
H 1.3184 5.0853 -3.0061 0.000
H 1.9985 2.6950 -3.3005 0.000
H 1.6446 3.2543 -5.6762 0.000
H 0.1970 1.8239 -7.0749 0.000
H -0.9305 -0.1418 -6.0967 0.000
H -0.6462 -0.6678 -3.7093 0.003
H 2.3148 2.2417 0.4236 0.000
H 4.6812 2.8420 0.7305 0.000
H 6.3881 2.0134 -0.8511 0.000
H 5.7334 0.5400 -2.7260 0.000
H 3.3777 -0.1195 -3.0136 0.000
F -7.2797 -5.4104 1.5517 0.000
C -6.7902 -4.2411 1.9470 0.000
C -6.0708 -3.4757 1.1300 0.000
N -5.5762 -2.2405 1.5277 -0.001
C -4.5611 -1.5862 0.7380 -0.001
C -3.1719 -2.0408 1.1540 0.013
O -2.2310 -1.3421 0.5076 0.104
O -2.9617 -2.8858 1.9823 0.023
C -5.7144 -1.7997 2.8285 0.000
O -5.1562 -0.7967 3.2396 0.000
N -6.5313 -2.5713 3.6141 0.000
C -7.0774 -3.8294 3.3231 0.000
O -7.6943 -4.4565 4.1396 0.000
H -5.8678 -3.7730 0.1108 0.000
H -4.6188 -0.5102 0.8924 0.001
H -4.7235 -1.7819 -0.3212 0.000
H -6.6761 -2.2410 4.5580 0.000
N -3.8423 0.9709 5.7059 0.004
C -3.0408 0.8518 4.6561 0.008
N -2.9895 1.7836 3.7229 0.003
N -2.2462 -0.2378 4.6383 0.042
C -1.5040 -0.6064 3.7016 0.053
N -0.7698 -1.0649 2.8994 0.031
H -4.5315 1.7006 5.7608 0.000
H -3.9082 0.1975 6.3449 0.000
H -3.6105 2.5754 3.7358 0.000
H -2.3480 1.6828 2.9420 0.000